{"formula": "C9H38O10", "method": "ωB97M-V/def2-TZVPD", "elements": ["H", "C", "H", "H", "H", "H", "O", "C", "H", "H", "H", "H", "H", "C", "O", "C", "C", "H", "H", "H", "H", "C", "H", "H", "H", "H", "H", "H", "C", "H", "O", "O", "H", "H", "H", "H", "H", "H", "O", "C", "H", "O", "O", "C", "H", "O", "H", "H", "O", "H", "H", "H", "O", "H", "H", "H", "H"], "coordinates": [[2.213, -5.297, 1.779], [1.039, 3.374, -0.463], [1.664, 3.269, -1.350], [-0.815, 3.821, -1.460], [-3.014, -1.523, -0.049], [0.114, -4.349, 3.579], [2.488, -1.530, -0.717], [-1.861, -0.021, -4.203], [2.378, -2.657, 1.606], [-1.613, -1.082, -4.222], [-3.038, -0.998, 1.370], [-0.339, -0.444, 1.458], [-1.195, -2.462, -1.121], [0.247, 5.657, -1.238], [-0.400, -1.929, -1.153], [-0.148, 4.300, -0.743], [0.365, -4.334, 1.012], [-0.674, 3.067, 1.596], [0.392, -0.439, 0.133], [3.253, 0.533, 2.928], [-0.169, -3.411, 1.241], [2.161, -3.295, 2.463], [-1.660, -2.077, 2.965], [2.966, -2.347, -0.854], [3.057, -3.437, 3.067], [0.421, -0.085, -2.949], [-0.594, 6.351, -1.247], [1.460, -2.746, 3.092], [-0.084, 0.836, -2.657], [-1.415, -0.671, 3.472], [-3.570, -1.059, 0.577], [-2.078, -0.119, -1.909], [1.592, -1.727, -0.991], [1.604, 3.803, 0.364], [0.735, 2.392, -0.101], [-3.025, 0.024, -1.837], [1.876, 0.092, 2.482], [-0.246, 1.657, 1.944], [2.402, 0.256, 3.265], [-1.554, 0.703, -2.908], [-0.301, -5.195, 0.958], [-0.566, 2.469, 2.336], [-1.573, -1.170, 2.670], [1.472, -4.570, 2.110], [0.692, 5.537, -2.226], [0.353, 0.010, 0.977], [-1.296, 0.449, -5.008], [0.323, 1.647, -3.262], [0.728, -5.020, 3.272], [-2.878, 0.249, -4.489], [-0.354, 5.449, 0.712], [-0.664, -1.132, -1.614], [-0.753, 4.604, 0.491], [-2.074, 1.661, -2.907], [0.171, 0.967, -1.605], [1.020, 6.141, -0.642], [0.764, -4.196, 0.007]], "energy_ev": -30424.0222, "e_lumo_ev": 0.146, "homo_lumo_gap_ev": 10.3, "max_force_ha_per_bohr": 0.048, "smiles": "CC(C)O.CC(C)O.CC(C)O.O.O.O.O.O.O.O"}

{"formula": "C4H7NOS", "method": "ωB97M-V/def2-TZVPD", "elements": ["C", "H", "C", "N", "H", "H", "H", "H", "H", "O", "C", "C", "S", "H"], "coordinates": [[1.375, 1.171, -1.422], [-0.116, -1.796, -0.345], [0.355, 0.540, 0.499], [-0.438, -0.323, 1.311], [1.262, 2.223, -1.379], [-2.102, 0.133, -0.087], [-2.407, -0.708, 1.490], [1.372, 0.755, -2.587], [-0.901, -2.486, 1.341], [0.324, 0.555, -0.841], [-0.792, -1.666, 0.637], [-1.695, -0.638, 0.697], [1.476, 1.373, 1.324], [2.286, 0.867, -0.638]], "energy_ev": -18630.3807, "e_lumo_ev": 0.630, "homo_lumo_gap_ev": 9.0, "max_force_ha_per_bohr": 0.133, "smiles": "COC(=S)N1CC1"}

{"formula": "C17H15Cl2N5O2S", "method": "ωB97M-V/def2-TZVPD", "elements": ["C", "H", "C", "C", "C", "H", "N", "N", "C", "C", "H", "C", "H", "C", "H", "H", "H", "O", "H", "N", "C", "H", "C", "S", "C", "C", "H", "H", "C", "Cl", "C", "O", "N", "H", "C", "C", "H", "H", "C", "N", "Cl", "H"], "coordinates": [[-0.599, 2.591, 3.559], [-0.770, 0.205, 5.964], [-1.042, 3.970, 3.208], [0.452, -2.127, -2.062], [0.351, -1.234, -4.291], [1.019, 2.391, 0.535], [1.285, 0.056, 1.918], [0.139, 1.946, 2.670], [-1.268, -2.403, 0.439], [-1.161, -0.422, -2.597], [2.719, -1.724, -5.505], [-0.695, -0.398, -3.892], [-1.159, -3.412, 0.103], [1.403, 0.278, 0.576], [-1.129, 0.267, -4.622], [1.688, -0.825, 2.230], [-1.971, 0.225, -2.297], [2.028, -0.503, -0.110], [0.913, -2.782, -1.339], [-1.661, -2.046, 1.627], [-1.305, -0.266, 0.503], [1.727, -2.760, -3.635], [-0.509, 0.692, 5.038], [-1.101, 1.421, 0.094], [1.793, -1.926, -6.052], [-0.580, -1.287, -1.674], [1.012, 1.565, -1.066], [1.552, -2.991, -5.980], [0.738, 1.494, -0.013], [-1.907, 2.818, 5.923], [-0.944, 1.983, 4.766], [0.733, -1.124, -5.587], [-1.680, -0.709, 1.670], [-0.658, 4.238, 2.229], [0.546, 0.709, 2.888], [0.251, 0.042, 4.086], [1.927, -1.658, -7.098], [-2.130, 4.012, 3.190], [0.917, -2.104, -3.363], [-1.034, -1.314, -0.342], [0.800, -1.570, 4.356], [-0.691, 4.683, 3.952]], "energy_ev": -65298.2543, "e_lumo_ev": 0.570, "homo_lumo_gap_ev": 9.1, "max_force_ha_per_bohr": 0.022, "smiles": "COc1ccc(-n2cnnc2SCC(=O)Nc2nc(C)c(Cl)cc2Cl)cc1"}

{"formula": "C3H7N3O2", "method": "ωB97M-V/def2-TZVPD", "elements": ["H", "H", "O", "H", "H", "C", "N", "N", "H", "C", "C", "H", "H", "O", "N"], "coordinates": [[-0.944, -2.009, 1.711], [-0.636, -2.379, -1.746], [-0.127, 2.408, -1.919], [0.270, 0.614, 2.393], [1.486, 2.687, -0.127], [-0.106, -1.041, 0.014], [-0.435, -1.141, 1.368], [0.097, -0.056, -0.829], [0.260, -3.039, -0.262], [-0.550, -2.346, -0.703], [0.499, 2.079, -0.739], [-1.570, -2.533, -0.369], [1.319, -0.612, 2.349], [0.300, 0.981, -0.078], [0.250, -0.516, 2.404]], "energy_ev": -11783.9080, "e_lumo_ev": 0.392, "homo_lumo_gap_ev": 9.5, "max_force_ha_per_bohr": 0.181, "smiles": "C/C(=N/OC=O)NN"}

{"formula": "C21H32BIN10S4Zr", "method": "ωB97M-V/def2-TZVPD", "elements": ["N", "S", "N", "H", "S", "H", "S", "H", "H", "C", "H", "C", "C", "N", "B", "H", "H", "H", "N", "H", "C", "H", "Zr", "H", "H", "H", "C", "H", "H", "H", "C", "C", "H", "C", "C", "C", "H", "H", "N", "C", "C", "H", "C", "C", "H", "C", "C", "H", "H", "H", "N", "S", "N", "C", "H", "C", "N", "C", "N", "H", "H", "H", "H", "H", "H", "N", "I", "C", "C", "H"], "coordinates": [[-3.131, -0.050, -0.165], [2.137, -2.094, -0.903], [-2.500, -1.254, -0.263], [1.256, -0.187, -2.497], [-0.601, -3.830, -0.392], [-4.739, 1.983, 1.355], [2.505, -5.268, 1.045], [3.889, 3.706, 1.544], [4.362, -2.280, -0.175], [-0.744, 2.360, 1.615], [-0.929, 0.749, 4.446], [-4.708, -1.571, -0.496], [0.372, 0.401, -2.321], [-1.289, 1.246, -1.210], [-2.312, 1.247, -0.069], [-0.604, 3.126, 0.868], [0.124, -4.872, -2.415], [0.918, -5.239, 2.758], [3.690, 3.770, -1.638], [2.218, -3.536, -2.849], [3.561, -3.808, 1.028], [-2.692, -1.222, 2.229], [-0.336, -1.108, 0.473], [-5.314, 4.617, 1.127], [3.279, -3.164, 1.860], [-0.103, 3.207, 3.535], [3.390, 3.451, -0.387], [4.586, 5.686, -1.780], [-1.147, -4.832, 1.677], [4.570, -4.203, 1.179], [-0.526, 2.397, 2.968], [3.583, -3.034, -0.300], [4.866, 4.609, 0.443], [-0.181, 1.381, -3.118], [0.650, -4.345, -1.618], [-4.456, -0.226, -0.332], [-0.333, -5.969, 0.624], [-3.346, 5.580, -0.533], [-1.462, 0.458, 2.448], [-4.251, 2.739, 0.763], [-1.638, -0.975, 2.348], [-1.922, 2.697, -2.582], [0.976, -4.676, 1.818], [-3.458, -2.174, -0.438], [-3.218, -3.217, -0.542], [-0.966, 1.168, 3.452], [1.438, -3.176, -2.177], [-1.246, -1.428, 3.257], [3.007, 3.506, -2.328], [1.097, -3.620, 2.059], [4.155, 3.912, 0.598], [2.022, 2.464, -0.044], [-1.314, 1.167, 1.263], [-1.232, 1.897, -2.375], [0.142, 1.699, -4.093], [-0.290, -4.950, 1.011], [-3.148, 2.467, -0.007], [-4.515, 4.070, 0.659], [-2.680, 3.615, -0.573], [4.922, 4.571, -3.108], [0.792, -2.524, -2.770], [-5.129, 0.613, -0.369], [5.717, 4.324, -1.562], [-5.660, -2.041, -0.662], [1.297, -5.080, -1.135], [-0.316, 0.299, -1.163], [1.733, -0.760, 2.283], [-3.500, 4.569, -0.192], [4.788, 4.644, -2.033], [3.894, -3.682, -1.119]], "s_squared": 0.753, "energy_ev": -90574.6654, "e_lumo_ev": [-9.000, -11.833], "charge": 3, "homo_lumo_gap_ev": [6.7, 3.8], "max_force_ha_per_bohr": 0.039, "spin_multiplicity": 2}

{"formula": "C3H7NS", "method": "ωB97M-V/def2-TZVPD", "elements": ["C", "C", "H", "C", "N", "S", "H", "H", "H", "H", "H", "H"], "coordinates": [[0.095, 0.869, 0.471], [-1.068, -2.541, -0.471], [-0.163, 0.749, 1.523], [-0.598, -0.350, -0.331], [-0.954, -1.450, 0.501], [1.322, 1.974, 0.029], [-1.523, 0.115, -0.812], [-2.344, -2.739, -0.153], [-0.145, -3.818, -0.290], [0.042, -1.280, 0.879], [-0.629, -1.832, -1.797], [-0.292, -0.497, -1.334]], "energy_ev": -15541.7096, "e_lumo_ev": -0.811, "homo_lumo_gap_ev": 8.2, "max_force_ha_per_bohr": 0.147}

{"formula": "C4H4N2O2", "method": "ωB97M-V/def2-TZVPD", "elements": ["H", "O", "H", "H", "N", "C", "N", "C", "C", "C", "H", "O"], "coordinates": [[-2.309, 1.950, 0.378], [0.464, -1.642, 0.109], [-2.572, 0.270, 0.053], [2.468, -1.581, -0.385], [-1.800, 0.974, -0.142], [1.707, 0.542, 0.022], [0.558, 1.268, 0.045], [-0.711, -0.897, -0.031], [-0.548, 0.558, -0.043], [1.669, -0.806, -0.118], [2.802, 0.931, 0.113], [-1.726, -1.566, -0.001]], "energy_ev": -11285.5602, "e_lumo_ev": -0.281, "homo_lumo_gap_ev": 8.4, "max_force_ha_per_bohr": 0.163, "smiles": "Nc1nccoc1=O"}